--- i ---
Formula: C11H17NOS
Source: the Open Molecules 2025 dataset
Level of theory: the ωB97M-V functional and the def2-TZVPD basis

CARTESIAN COORDINATES (ANGSTROEM)
C: 1.671 2.250 1.199
C: 1.169 2.018 -0.223
N: 0.304 0.857 -0.292
C: 0.735 -0.457 -0.143
C: 1.948 -1.005 -0.304
C: 2.158 -2.468 -0.038
C: 3.185 -0.294 -0.785
S: -0.673 -1.474 0.255
C: -1.803 -0.161 -0.067
C: -3.135 -0.336 -0.077
C: -3.739 -1.676 0.199
C: -4.105 0.766 -0.350
C: -1.050 1.082 -0.277
O: -1.528 2.193 -0.420
H: 2.198 1.375 1.573
H: 2.344 3.103 1.218
H: 0.832 2.454 1.861
H: 0.546 2.863 -0.533
H: 1.995 1.917 -0.923
H: 2.437 -2.980 -0.959
H: 2.970 -2.599 0.677
H: 1.266 -2.939 0.363
H: 3.534 0.458 -0.079
H: 3.982 -1.021 -0.916
H: 3.014 0.186 -1.748
H: -4.027 -1.741 1.249
H: -4.633 -1.823 -0.403
H: -3.031 -2.477 -0.004
H: -4.620 0.574 -1.292
H: -4.858 0.794 0.438
H: -3.606 1.727 -0.410

## Properties
**Total charge**: 0
**Orbital gap**: 8.299 eV
**E_HOMO**: -7.51 eV
**SMILES**: CCn1c(=C(C)C)sc(=C(C)C)c1=O

--- ii ---
Formula: C11H17NOS
Source: the Open Molecules 2025 dataset
Level of theory: the ωB97M-V functional and the def2-TZVPD basis

CARTESIAN COORDINATES (ANGSTROEM)
C: -0.265 3.932 -0.734
C: -1.062 3.592 0.354
C: 0.760 3.123 -1.121
C: -0.864 2.409 0.981
C: 0.953 1.918 -0.469
C: 0.112 1.493 0.529
C: 1.006 -1.840 1.943
C: 2.326 0.195 1.933
C: -1.828 -3.588 -2.474
C: -1.380 -1.258 -1.225
C: 0.018 0.104 0.935
N: 1.044 -0.443 1.594
O: -0.158 -3.415 -0.404
S: -1.530 -2.980 -0.767
H: -0.491 4.745 -1.431
H: -1.715 4.275 0.806
H: 1.588 3.447 -1.838
H: -1.540 2.138 1.739
H: 1.619 1.163 -0.883
H: 1.017 -2.428 0.998
H: 1.992 -2.179 2.355
H: 0.089 -2.095 2.544
H: 3.066 -0.450 1.491
H: 2.345 1.177 1.580
H: 2.515 0.366 3.008
H: -1.377 -2.858 -3.059
H: -2.928 -3.401 -2.644
H: -1.588 -4.647 -2.407
H: -0.590 -0.771 -0.365
H: -2.419 -0.754 -0.978
H: -0.714 -0.971 -1.991

## Properties
**Total charge**: 0
**Orbital gap**: 8.097 eV
**E_HOMO**: -7.42 eV

Which structure above is the least stable one? ii is the least stable one.